{
  "formula": "C7H20N4O9Zn",
  "method": "ωB97M-V/def2-TZVPD",
  "elements": ["Zn", "C", "O", "O", "O", "C", "O", "N", "N", "H", "H", "H", "H", "C", "O", "N", "N", "H", "H", "H", "H", "C", "C", "O", "O", "H", "H", "H", "H", "H", "H", "C", "C", "O", "O", "H", "H", "H", "H", "H", "H"],
  "coordinates": [[-1.356699, -1.861278, 17.606339], [-1.595003, 0.607299, 15.546328], [-1.471200, -0.274551, 16.433548], [-2.540945, 1.455590, 15.579539], [-0.703637, 0.919664, 14.696742], [1.446736, -0.670519, 18.308694], [0.700066, -1.622993, 18.112795], [1.993162, -0.001461, 17.363795], [1.793504, -0.231042, 19.518931], [2.021964, -0.385948, 16.430291], [2.445643, 0.889849, 17.508447], [1.208299, -0.565238, 20.271235], [2.535649, 0.453206, 19.552499], [-2.062653, 0.234186, 19.792579], [-1.884460, -0.830199, 19.234669], [-2.402817, 0.358348, 21.062873], [-2.376784, 1.329848, 19.127642], [-2.283444, 1.238874, 21.542997], [-2.483879, -0.390007, 21.736292], [-2.853478, 2.034781, 19.671634], [-2.242131, 1.580321, 18.158502], [-0.927001, -4.619666, 20.949523], [-0.357315, -3.823198, 19.762127], [-1.388975, -3.535600, 18.837646], [-1.851586, -3.710812, 21.572891], [-0.146134, -4.840336, 21.677304], [-1.380410, -5.551179, 20.610715], [0.258139, -4.547109, 19.228014], [0.223192, -2.920223, 19.951205], [-1.757121, -4.351458, 18.490595], [-2.713869, -4.124618, 21.655493], [-3.222874, -3.659858, 16.057302], [-1.797345, -3.746816, 15.349267], [-0.748770, -3.188362, 16.126164], [-3.262581, -2.644479, 17.064715], [-3.325650, -4.635790, 16.531743], [-4.038200, -3.655817, 15.333887], [-1.798763, -3.234298, 14.387267], [-1.825646, -4.817237, 15.145551], [0.104587, -3.578864, 15.923927], [-4.138651, -2.775092, 17.434913]],
  "forces_ev_per_angstrom": [[0.333, 2.681, -1.057], [0.338, 5.676, -2.951], [0.488, -4.075, 3.077], [-2.230, -0.492, 1.614], [1.799, -2.259, -0.319], [-0.674, -0.334, 0.843], [-0.589, -1.572, 0.272], [2.065, 1.575, -3.570], [-0.309, -0.190, 1.406], [-0.582, 0.393, -0.043], [-0.197, -0.282, -0.128], [0.561, 0.516, 0.253], [-0.469, -0.200, 0.798], [-2.501, 0.517, -2.357], [1.347, -2.189, 0.637], [0.157, 0.009, 4.358], [0.146, 2.717, -0.249], [-0.070, 0.002, -0.433], [0.326, -0.409, -0.743], [0.193, 0.005, -0.330], [0.194, -0.872, -0.822], [0.049, 2.228, 0.097], [0.292, -2.309, -0.214], [-0.587, 0.410, 0.343], [-0.152, -0.660, 0.220], [0.153, -0.196, -0.114], [-0.161, 0.018, -0.028], [0.890, 0.154, 0.110], [-0.477, -0.194, 0.261], [0.029, -0.026, -0.067], [0.008, 0.007, 0.042], [1.999, -0.533, 0.018], [-2.117, 0.656, -0.807], [-0.570, -1.295, 0.045], [-0.851, -0.908, -1.172], [-0.123, -0.150, 0.501], [0.160, 0.750, -0.194], [-0.175, 0.154, 0.079], [1.252, -0.178, 0.068], [0.077, 0.122, -0.061], [-0.021, 0.736, 0.618]],
  "homo_ev": -3.998,
  "orbital_gap_ev": 3.421,
  "multiplicity": 1,
  "e_lumo_ha": -0.0212,
  "energy_ha": -2954.19674,
  "total_charge": 0,
  "largest_force_ev_per_a": 6.41
}